[1]
{"formula": "C27H30Cl2O", "method": "ωB97M-V with the def2-TZVPD basis set", "total_charge": 0, "e_lumo_ev": -0.49, "energy_ha": -2042.42332, "elements": ["C", "C", "C", "C", "C", "C", "O", "C", "C", "C", "C", "C", "C", "C", "C", "H", "H", "H", "H", "H", "H", "H", "H", "H", "H", "H", "H", "H", "H", "H", "H", "H", "H", "H", "H", "H", "Cl", "C", "C", "C", "C", "C", "C", "C", "C", "C", "Cl", "C", "C", "C", "C", "H", "H", "H", "H", "H", "H", "H", "H", "H"], "xyz": [[-3.413, -1.418, 1.225], [-2.474, -0.305, 1.709], [-2.519, 0.824, 0.680], [-3.070, 0.153, 3.053], [-1.030, -0.827, 1.911], [0.152, 0.006, 2.007], [0.094, 1.329, 1.981], [1.453, -0.625, 2.020], [2.775, 0.161, 1.854], [3.988, -0.757, 1.690], [3.005, 0.966, 3.111], [2.692, 1.155, 0.687], [1.519, -1.999, 2.203], [0.389, -2.791, 2.132], [-0.855, -2.199, 2.008], [-3.552, -2.199, 1.983], [-4.412, -1.014, 1.025], [-3.048, -1.881, 0.306], [-1.829, 1.626, 0.946], [-2.247, 0.428, -0.305], [-3.533, 1.237, 0.619], [-2.418, 0.841, 3.619], [-4.025, 0.678, 2.881], [-3.262, -0.718, 3.700], [3.910, -1.413, 0.817], [4.897, -0.156, 1.570], [4.143, -1.362, 2.590], [2.209, 1.697, 3.204], [2.995, 0.330, 4.000], [3.959, 1.503, 3.080], [1.829, 1.815, 0.843], [3.612, 1.760, 0.648], [2.571, 0.629, -0.270], [2.478, -2.495, 2.368], [0.478, -3.871, 2.153], [-1.708, -2.873, 1.972], [4.043, 2.470, 7.059], [2.650, 2.653, 6.084], [1.592, 1.744, 6.182], [0.569, 1.770, 5.238], [0.559, 2.738, 4.201], [-0.433, 2.605, 3.103], [-0.743, 3.780, 2.233], [-2.082, 4.208, 2.131], [-2.407, 5.418, 1.499], [-1.392, 6.162, 0.870], [-1.764, 7.668, 0.162], [-0.082, 5.674, 0.852], [0.237, 4.508, 1.541], [1.529, 3.757, 4.245], [2.564, 3.728, 5.190], [1.612, 1.007, 6.977], [-0.246, 1.043, 5.286], [-1.334, 2.107, 3.455], [-2.862, 3.621, 2.611], [-3.425, 5.786, 1.498], [0.702, 6.238, 0.326], [1.285, 4.162, 1.585], [1.510, 4.592, 3.552], [3.304, 4.509, 5.215]]}

[2]
{"formula": "C27H30F7N5O7PtS2", "method": "ωB97M-V with the def2-TZVPD basis set", "total_charge": 2, "e_lumo_ev": -5.89, "energy_ha": -3461.48608, "elements": ["Pt", "C", "N", "C", "C", "C", "C", "C", "C", "C", "C", "H", "H", "H", "H", "H", "H", "H", "H", "H", "H", "H", "H", "F", "C", "F", "F", "S", "O", "O", "N", "S", "O", "O", "C", "F", "F", "F", "C", "C", "N", "C", "C", "C", "O", "O", "C", "O", "C", "C", "C", "F", "C", "C", "C", "N", "C", "C", "N", "C", "C", "H", "H", "H", "H", "H", "H", "H", "H", "H", "H", "H", "H", "H", "H", "H", "H", "H", "H"], "xyz": [[-2.340, -0.851, 1.635], [-4.290, 1.115, 4.000], [-4.894, 1.519, 2.929], [-4.133, 2.243, 1.889], [-5.906, 0.576, 2.422], [-5.349, -0.842, 2.428], [-6.061, -1.930, 2.023], [-5.507, -3.219, 2.177], [-4.287, -3.450, 2.764], [-3.524, -2.371, 3.224], [-4.021, -1.073, 2.899], [-3.380, 1.611, 4.331], [-3.628, -0.237, 3.562], [-4.888, 0.644, 4.775], [-3.502, 2.987, 2.370], [-4.837, 2.746, 1.232], [-3.514, 1.560, 1.308], [-6.196, 0.871, 1.415], [-6.791, 0.598, 3.059], [-7.053, -1.831, 1.600], [-6.104, -4.066, 1.865], [-3.945, -4.462, 2.927], [-2.622, -2.500, 3.804], [-6.058, -0.444, -0.721], [-5.126, -0.683, -1.662], [-4.398, 0.422, -1.803], [-5.725, -0.973, -2.796], [-4.056, -2.087, -1.102], [-3.182, -1.419, -0.129], [-4.952, -3.062, -0.569], [-3.348, -2.486, -2.397], [-1.794, -2.572, -2.725], [-1.592, -3.441, -3.828], [-0.974, -2.674, -1.551], [-1.449, -0.876, -3.365], [-2.226, -0.570, -4.389], [-1.627, 0.031, -2.395], [-0.167, -0.813, -3.750], [3.887, 3.646, 1.363], [3.856, 2.295, 2.056], [2.684, 1.491, 1.660], [1.630, 1.448, 2.473], [0.457, 0.779, 2.205], [-0.574, 0.806, 3.288], [-0.474, 1.583, 4.214], [-1.539, -0.086, 3.257], [0.317, 0.142, 0.955], [-0.748, -0.382, 0.507], [1.483, 0.119, 0.094], [1.454, -0.633, -1.086], [2.559, -0.683, -1.881], [2.535, -1.473, -2.964], [3.735, 0.034, -1.584], [3.755, 0.778, -0.414], [2.653, 0.803, 0.449], [4.868, 0.022, -2.422], [4.781, -0.425, -3.812], [6.089, -0.054, -4.524], [6.691, 1.134, -3.831], [7.175, 0.762, -2.450], [6.182, -0.241, -1.854], [4.776, 4.196, 1.670], [3.014, 4.238, 1.637], [3.901, 3.547, 0.277], [3.796, 2.420, 3.135], [4.752, 1.707, 1.863], [1.711, 1.984, 3.411], [0.581, -1.228, -1.326], [4.637, 1.357, -0.185], [3.938, 0.070, -4.291], [4.640, -1.503, -3.917], [5.923, 0.195, -5.568], [6.834, -0.845, -4.470], [5.971, 1.853, -3.740], [7.453, 1.531, -4.381], [7.231, 1.684, -1.875], [8.175, 0.344, -2.553], [6.166, -0.139, -0.773], [6.497, -1.268, -2.071]]}

[3]
{"formula": "C27H30N10O2RuS2SeSi", "method": "ωB97M-V with the def2-TZVPD basis set", "total_charge": 1, "multiplicity": 2, "e_lumo_ev": [-2.76, -3.40], "energy_ha": -5326.86459, "elements": ["Ru", "C", "C", "N", "C", "C", "S", "C", "C", "S", "C", "N", "C", "H", "H", "H", "H", "H", "H", "H", "H", "O", "N", "N", "O", "C", "C", "C", "C", "C", "C", "H", "H", "H", "H", "H", "N", "C", "N", "N", "C", "N", "H", "H", "H", "H", "C", "Si", "C", "C", "C", "C", "H", "H", "H", "H", "H", "H", "H", "H", "H", "Se", "N", "C", "C", "C", "C", "C", "C", "N", "H", "H", "H", "H"], "xyz": [[-0.530, -0.117, -0.279], [-0.493, 2.051, -3.136], [-1.737, 1.914, -2.334], [-1.894, 1.138, -1.292], [-3.130, 1.300, -0.698], [-3.947, 2.173, -1.331], [-3.131, 2.846, -2.671], [-3.320, 0.554, 0.533], [-4.407, 0.437, 1.329], [-4.027, -0.543, 2.675], [-2.430, -0.760, 2.105], [-2.204, -0.132, 0.979], [-1.455, -1.609, 2.841], [0.348, 1.641, -2.582], [-0.301, 3.103, -3.344], [-0.588, 1.526, -4.088], [-4.946, 2.470, -1.062], [-5.380, 0.877, 1.198], [-1.716, -1.664, 3.896], [-0.455, -1.199, 2.737], [-1.461, -2.619, 2.429], [1.247, -0.153, -1.413], [2.300, -0.232, -0.697], [2.101, -0.577, 0.497], [0.883, -0.931, 0.949], [3.190, -0.634, 1.426], [2.902, -0.512, 2.775], [3.948, -0.545, 3.685], [5.255, -0.696, 3.245], [5.521, -0.816, 1.887], [4.489, -0.789, 0.964], [1.881, -0.367, 3.095], [3.739, -0.441, 4.741], [6.067, -0.716, 3.958], [6.539, -0.932, 1.541], [4.684, -0.877, -0.095], [1.140, -6.167, 0.655], [0.731, -4.894, 0.566], [1.358, -3.960, 1.298], [-0.284, -4.643, -0.245], [-0.670, -3.402, -0.337], [-1.049, -2.312, -0.439], [1.909, -6.449, 1.233], [0.670, -6.852, 0.090], [2.150, -4.192, 1.871], [1.089, -2.982, 1.229], [0.413, 4.407, 3.266], [1.299, 4.133, 1.644], [1.090, 5.609, 0.518], [3.110, 3.770, 1.939], [0.564, 2.659, 0.824], [0.130, 1.626, 0.348], [0.835, 5.260, 3.802], [0.497, 3.529, 3.909], [-0.648, 4.603, 3.102], [1.518, 6.508, 0.966], [0.034, 5.801, 0.322], [1.587, 5.440, -0.439], [3.599, 4.598, 2.456], [3.630, 3.607, 0.993], [3.231, 2.871, 2.548], [0.527, -1.353, -4.007], [-0.853, -1.054, -2.921], [-1.946, -1.389, -3.579], [-3.274, -1.341, -3.044], [-4.306, -1.708, -3.840], [-4.106, -2.146, -5.195], [-2.870, -2.233, -5.735], [-1.742, -1.862, -4.933], [-0.488, -1.921, -5.337], [-3.425, -1.045, -2.015], [-5.315, -1.689, -3.450], [-4.972, -2.424, -5.780], [-2.701, -2.575, -6.746]]}

[4]
{"formula": "C27H30N9PdS", "method": "ωB97M-V with the def2-TZVPD basis set", "total_charge": 1, "multiplicity": 3, "e_lumo_ev": [-3.02, -4.15], "energy_ha": -2065.46492, "elements": ["Pd", "C", "C", "C", "C", "N", "C", "N", "C", "N", "C", "N", "C", "C", "C", "C", "C", "N", "C", "C", "C", "C", "C", "C", "H", "H", "H", "H", "H", "H", "H", "H", "H", "H", "H", "H", "C", "C", "N", "C", "C", "N", "H", "H", "H", "H", "H", "H", "C", "N", "C", "C", "S", "N", "C", "C", "H", "H", "H", "H", "H", "H", "H", "H", "H", "H", "H", "H"], "xyz": [[-0.087, 0.688, -0.498], [-4.384, 0.806, -0.411], [-4.723, 2.072, 0.068], [-3.722, 2.989, 0.219], [-2.386, 2.659, -0.078], [-2.050, 1.408, -0.463], [-3.065, 0.530, -0.651], [-1.523, 3.721, 0.003], [-0.247, 3.625, -0.068], [0.545, 2.505, -0.129], [1.868, 2.884, -0.119], [2.926, 2.166, -0.099], [2.945, 0.794, -0.129], [4.212, 0.245, 0.137], [4.420, -1.104, 0.082], [3.347, -1.916, -0.281], [2.134, -1.331, -0.528], [1.891, 0.002, -0.424], [1.929, 4.359, -0.081], [3.004, 5.225, -0.068], [2.716, 6.584, -0.026], [1.399, 7.045, 0.008], [0.326, 6.162, 0.003], [0.626, 4.815, -0.045], [-5.127, 0.046, -0.602], [-5.749, 2.329, 0.294], [-3.906, 4.001, 0.545], [-2.793, -0.440, -1.023], [4.999, 0.945, 0.374], [5.394, -1.523, 0.296], [3.434, -2.989, -0.367], [1.311, -1.955, -0.824], [4.020, 4.856, -0.090], [3.526, 7.302, -0.020], [1.213, 8.110, 0.040], [-0.699, 6.506, 0.036], [-3.001, -3.109, 2.046], [-2.331, -2.712, 0.781], [-0.730, -1.275, -0.730], [-1.318, -1.927, -1.756], [-2.184, -2.986, -1.608], [-2.670, -3.373, -0.405], [-2.848, -2.347, 2.809], [-2.635, -4.062, 2.444], [-4.078, -3.207, 1.888], [-1.055, -1.593, -2.751], [-2.535, -3.534, -2.469], [-3.345, -4.122, -0.372], [1.306, -6.908, 1.529], [1.123, -5.471, 1.330], [0.787, -4.773, 2.560], [1.087, -4.770, 0.188], [-0.790, -1.978, 0.787], [1.627, -5.330, -0.907], [1.422, -4.658, -2.181], [2.624, -6.399, -0.996], [0.573, -7.238, 2.267], [2.298, -7.161, 1.908], [1.115, -7.451, 0.609], [1.520, -5.008, 3.335], [-0.200, -5.071, 2.930], [0.811, -3.703, 2.381], [0.559, -4.004, -2.103], [1.238, -5.396, -2.964], [2.302, -4.072, -2.471], [3.118, -6.546, -0.041], [3.383, -6.092, -1.718], [2.200, -7.344, -1.339]]}

Which strongest force on any atom belongs to each record? In order, 3.3; 2.7; 0.4; 0.6 eV/Å.